No. 1
Entry from OMol25: a molecular structure, C44H83BBeBrCl3LiN5O13 (ωB97M-V/def2-TZVPD).

* molecular weight: 1103.20 g/mol
* charge: 0
* multiplicity: 1
* HOMO-LUMO gap: 2.04 eV

Atoms and positions in Å:
C -2.5761 5.6696 2.5186
C -2.6824 6.2813 1.1181
C -2.0481 5.4024 0.0280
C -0.5760 5.8138 -0.1862
C 0.4525 4.6708 -0.1520
C 0.2137 3.6266 0.9416
C -0.5076 2.3517 0.4146
C 0.2624 1.0651 0.7573
C 1.4030 0.9238 -0.2303
N 2.0183 -0.4268 -0.1136
B 3.4439 -0.4104 -0.2426
O 4.2218 -0.3819 0.9829
N 4.1347 -0.4200 -1.4931
C 5.5503 -0.0485 -1.3652
C 4.0558 -1.7592 -2.1547
O -0.6140 -0.0359 0.6104
C -1.4139 -0.2551 1.7534
C -2.9249 -0.1677 1.4638
C -3.7238 -1.3474 2.0567
C -4.8224 -1.8251 1.1005
C -6.0570 -0.9132 1.1504
C -6.7263 -0.6527 -0.2210
C -8.1483 -1.2611 -0.2475
C -9.3547 -0.3495 0.0172
C -10.0071 0.1317 -1.2568
O -11.3748 0.5269 -1.0100
C -11.6698 1.8038 -0.7805
C -11.2482 2.9152 -1.6905
O -12.3691 2.0343 0.2041
H -2.6262 4.5817 2.4651
H -3.3982 6.0061 3.1464
H -1.6582 5.9400 3.0330
H -3.7331 6.4695 0.8947
H -2.2026 7.2554 1.1423
H -2.6155 5.5876 -0.8827
H -2.1803 4.3491 0.2625
H -0.2570 6.6000 0.4857
H -0.5143 6.2448 -1.1843
H 0.5707 4.2216 -1.1371
H 1.4156 5.1335 0.0611
H -0.3615 4.0317 1.7679
H 1.1798 3.2998 1.3253
H -0.5094 2.4272 -0.6689
H -1.5288 2.3135 0.7806
H 0.6605 1.1701 1.7710
H 1.0360 1.0423 -1.2432
H 2.1289 1.6973 0.0174
H 1.7255 -0.8605 0.7515
H 4.4565 0.5316 1.1865
H 5.6885 0.8967 -0.8520
H 6.0888 -0.8096 -0.7900
H 6.0175 -0.0209 -2.3451
H 3.7565 -2.5102 -1.4273
H 3.3845 -1.7362 -3.0041
H 5.0588 -2.0254 -2.4673
H -1.1640 -1.2317 2.1688
H -1.2159 0.4907 2.5232
H -3.1110 -0.0715 0.4004
H -3.2941 0.7110 1.9868
H -4.1531 -1.0865 3.0214
H -3.0880 -2.2128 2.2416
H -5.1300 -2.8034 1.4682
H -4.3979 -1.9258 0.1059
H -5.7842 0.0265 1.6275
H -6.8303 -1.3499 1.7671
H -6.1626 -1.2017 -0.9722
H -6.6536 0.3930 -0.5133
H -8.2607 -1.6774 -1.2492
H -8.1765 -2.1088 0.4279
H -10.0864 -0.9934 0.5079
H -9.0908 0.4603 0.6926
H -10.0536 -0.6975 -1.9527
H -9.3770 0.8798 -1.7319
H -10.1649 2.9330 -1.7628
H -11.5243 3.8452 -1.2155
H -11.6959 2.8444 -2.6737
Be -13.8559 0.5548 1.1616
C -12.2149 2.6578 3.7480
C -11.2754 2.5449 2.7384
C -10.2747 1.5994 2.8393
C -10.2155 0.7835 3.9528
C -11.1328 0.8791 4.9800
C -12.1492 1.8265 4.8698
N -9.1148 -0.2022 4.0017
O -8.4065 -0.1762 3.0250
O -9.0087 -0.9158 4.9690
H -13.0093 3.4006 3.6643
H -11.3258 3.1883 1.8736
H -9.5405 1.5117 2.0536
H -11.0725 0.2361 5.8463
H -12.8867 1.9199 5.6605
C 5.9123 -1.8484 3.2103
O 4.9227 -1.7742 2.3691
H 5.6945 -2.4029 4.1505
H 6.8490 -2.2977 2.8398
H 6.2872 -0.8430 3.6426
N 1.1110 -4.4572 4.2951
C 0.1787 -5.3402 4.7698
C -0.8746 -5.3503 3.8944
C -0.5621 -4.4417 2.8450
C 0.6673 -3.9128 3.1232
H 1.9841 -4.2427 4.7382
H 0.3432 -5.8800 5.6862
H -1.7691 -5.9419 3.9939
H -1.1659 -4.1990 1.9864
H 1.2647 -3.1946 2.5875
O 8.2093 0.8640 2.9159
H 7.3588 0.6450 2.5050
O 2.3844 9.4571 0.5125
Cl 1.4525 9.3562 1.6092
O 2.1704 9.1805 2.8485
O 0.5876 8.2070 1.3933
O 0.6431 10.5492 1.6767
C 10.5388 -0.9623 -5.4231
C 9.1373 -1.2146 -4.8178
C 9.0410 -0.5258 -3.4530
C 9.8897 -1.2183 -2.3836
C 9.5422 -2.7067 -2.2790
C 9.6167 -3.4616 -3.6172
N 8.8978 -2.7075 -4.7018
O 7.6979 -2.9215 -4.6114
C 11.0926 -3.7025 -4.0016
C 9.0413 -4.8637 -3.4420
C 8.1219 -0.5718 -5.7555
H 10.6814 0.0888 -5.6276
H 11.3361 -1.2286 -4.7229
H 10.7132 -1.5111 -6.3735
H 7.9980 -0.5081 -3.1197
H 9.3461 0.5143 -3.5538
H 10.9530 -1.0927 -2.5997
H 9.7164 -0.7377 -1.4192
H 10.2102 -3.1917 -1.5671
H 8.5310 -2.7985 -1.8665
H 11.1827 -4.0150 -5.0420
H 11.5121 -4.4960 -3.3859
H 11.7310 -2.8396 -3.8434
H 8.0223 -4.8480 -3.0577
H 9.6377 -5.4222 -2.7252
H 9.0486 -5.4143 -4.3844
H 8.1113 -1.0512 -6.7283
H 8.3740 0.4724 -5.9063
H 7.1114 -0.6064 -5.3414
Cl 3.7497 -4.9163 -3.2010
C 4.8600 -6.2518 -2.8162
C 5.0270 -6.4283 -1.3282
Cl 5.8973 -5.0668 -0.5696
H 5.8085 -6.0511 -3.3083
H 4.4359 -7.1584 -3.2443
H 5.6079 -7.3272 -1.1287
H 4.0661 -6.5222 -0.8297
Li -13.8959 1.4079 3.2802
Br 10.3638 -0.1078 -8.0111

---

No. 2
Entry from OMol25: a molecular structure, C44H87B3Br34O4 (ωB97M-V/def2-TZVPD).

* molecular weight: 3429.35 g/mol
* charge: 0
* multiplicity: 1
* HOMO-LUMO gap: 9.20 eV

Atoms and positions in Å:
C -6.1014 -0.1379 1.7287
C -7.5829 -0.3665 1.4803
O -8.1070 -1.4895 2.1377
C -7.6396 -2.7259 1.6344
C -8.1726 -3.1192 0.2548
C -7.1560 -3.9911 -0.5207
C -6.7712 -3.3843 -1.8541
C -6.0597 -2.0247 -1.6656
B -4.5058 -2.1787 -1.6979
O -3.7493 -1.3514 -2.5018
B -2.5715 -1.0954 -1.8208
C -2.1756 0.3283 -1.3561
C -3.1401 1.4360 -1.7974
O -1.8123 -2.2271 -1.5414
B -2.5414 -3.1075 -0.8190
C -1.8829 -4.1440 0.1486
Br -2.5371 -5.9249 -0.0817
C -0.9925 -3.9176 1.0841
C -0.4307 -4.9428 1.9981
Br -0.3074 -2.1634 1.3363
O -3.9139 -3.1672 -0.9275
H -5.9246 -0.3135 2.7804
H -5.4546 -0.7552 1.1219
H -5.8900 0.9074 1.5725
H -8.0910 0.5039 1.8759
H -7.8063 -0.3563 0.4172
H -8.0059 -3.4661 2.3325
H -6.5578 -2.7938 1.6936
H -8.4267 -2.2657 -0.3594
H -9.0737 -3.6952 0.4012
H -6.2710 -4.1679 0.0731
H -7.6434 -4.9442 -0.6778
H -6.1575 -4.0781 -2.4126
H -7.6571 -3.1974 -2.4463
H -6.3815 -1.3573 -2.4513
H -6.3146 -1.5519 -0.7248
H -1.1887 0.5829 -1.7232
H -2.0797 0.3332 -0.2752
H -4.0550 1.0594 -2.2366
H -2.6766 2.0739 -2.5378
H -3.4238 2.0825 -0.9813
H -0.0016 -4.4376 2.8498
H 0.3792 -5.4767 1.5167
H -1.1903 -5.6278 2.3325
Br -3.2173 -11.5944 -0.9498
C -3.0651 -10.4992 -2.5543
C -3.5549 -9.0961 -2.3189
Br -5.4980 -9.0143 -2.2686
H -3.6119 -11.0159 -3.3370
H -2.0066 -10.4911 -2.7968
H -3.2587 -8.4512 -3.1427
H -3.1985 -8.6744 -1.3855
Br 3.7696 0.2908 1.2298
C 4.3003 -0.6531 -0.3859
C 3.4239 -1.8432 -0.6117
Br 3.8959 -3.2931 0.5891
H 5.3489 -0.9101 -0.2793
H 4.1845 0.0639 -1.1960
H 3.5686 -2.2331 -1.6149
H 2.3699 -1.6335 -0.4562
Br 5.3004 3.5986 3.6851
C 4.3566 2.8737 5.2239
C 3.5510 1.6591 4.8542
Br 1.9261 2.1355 3.8954
H 3.7525 3.6785 5.6282
H 5.1330 2.6103 5.9386
H 3.2159 1.1397 5.7488
H 4.0985 0.9693 4.2199
Br -6.6711 1.6435 -3.2547
C -6.0457 2.1720 -5.0204
C -4.7194 2.8782 -4.9555
Br -4.9045 4.7057 -4.3173
H -6.8281 2.7813 -5.4593
H -5.9519 1.2443 -5.5800
H -4.2867 2.9625 -5.9497
H -4.0159 2.3858 -4.2949
Br 1.3228 -8.5853 1.7553
C 0.1849 -9.9905 1.0354
C 0.7302 -10.5415 -0.2535
Br 0.4153 -9.3249 -1.7397
H -0.8074 -9.5667 0.9239
H 0.1654 -10.7639 1.7991
H 0.2132 -11.4606 -0.5198
H 1.7986 -10.7243 -0.2189
Br -8.8442 -11.0949 -4.2952
C -8.0017 -12.5535 -3.3217
C -6.5050 -12.5164 -3.4535
Br -5.9136 -13.1512 -5.1971
H -8.4373 -13.4740 -3.6956
H -8.2938 -12.4105 -2.2842
H -6.0419 -13.1871 -2.7331
H -6.1005 -11.5186 -3.3318
Br 9.5335 6.1830 5.6844
C 10.0107 5.2540 4.0426
C 9.1184 4.0710 3.7980
Br 9.5784 2.5685 4.9448
H 11.0593 4.9895 4.1255
H 9.8821 5.9888 3.2505
H 9.2454 3.7034 2.7819
H 8.0706 4.2909 3.9731
Br -8.9442 5.2532 4.0141
C -9.0954 3.3140 3.9964
C -8.0051 2.6627 4.8027
Br -6.3043 2.6796 3.8587
H -9.0881 3.0076 2.9560
H -10.0683 3.0983 4.4313
H -8.2318 1.6113 4.9656
H -7.8398 3.1494 5.7575
Br 4.5365 -1.0013 -4.7376
C 4.9673 -2.8689 -5.1176
C 5.0404 -3.7649 -3.9002
Br 6.6560 -3.4451 -2.8676
H 5.9079 -2.8365 -5.6561
H 4.1776 -3.2098 -5.7829
H 5.0867 -4.8054 -4.2121
H 4.2122 -3.6316 -3.2131
Br 2.3937 2.7912 -3.7682
C 3.6843 3.9844 -2.9193
C 3.2808 4.3645 -1.5231
Br 1.8613 5.6945 -1.5279
H 3.7868 4.8455 -3.5706
H 4.6176 3.4254 -2.9089
H 4.1121 4.8336 -1.0042
H 2.9253 3.5264 -0.9442
Br 9.0761 11.0892 2.9073
C 7.5594 10.5633 4.0078
C 7.7185 9.1545 4.5072
Br 7.3569 7.8660 3.0934
H 6.6686 10.6946 3.4046
H 7.5424 11.2673 4.8365
H 6.9905 8.9418 5.2867
H 8.7146 8.9422 4.8785
Br 11.8936 9.5546 -1.2973
C 10.4136 9.1712 -0.0927
C 10.5275 7.8027 0.5190
Br 10.0383 6.3978 -0.7361
H 9.5015 9.3049 -0.6636
H 10.4691 9.9212 0.6891
H 9.8263 7.7058 1.3463
H 11.5320 7.5802 0.8629
Br 3.6111 13.8681 4.5736
C 4.0971 12.8865 2.9688
C 3.2209 11.6806 2.7659
Br 3.7010 10.2260 3.9676
H 5.1491 12.6363 3.0613
H 3.9617 13.5912 2.1518
H 3.3547 11.2796 1.7637
H 2.1705 11.8909 2.9331
Br -12.8993 -11.0304 -4.6423
C -12.3144 -12.0197 -6.2095
C -13.0526 -13.3220 -6.3551
Br -12.4082 -14.6572 -5.0945
H -11.2412 -12.1517 -6.1129
H -12.5242 -11.3678 -7.0543
H -12.8776 -13.7488 -7.3398
H -14.1192 -13.2210 -6.1882
Br 5.1911 16.9055 -1.2762
C 4.9874 15.0066 -0.9169
C 3.5717 14.5468 -1.1409
Br 2.3968 15.0946 0.3121
H 5.3280 14.8413 0.0999
H 5.6612 14.5088 -1.6101
H 3.5235 13.4602 -1.1552
H 3.1413 14.9381 -2.0558
Br 12.2760 -0.0118 3.1235
C 11.3408 -0.7688 4.6496
C 10.5289 -1.9756 4.2644
Br 8.8954 -1.4770 3.3322
H 10.7374 0.0256 5.0724
H 12.1214 -1.0455 5.3544
H 10.2006 -2.5100 5.1528
H 11.0688 -2.6536 3.6126